# 1
{
  "formula": "C7H13OP",
  "method": "the ωB97M-V functional and the def2-TZVPD basis",
  "lumo_energy_ev": 0.84,
  "energy_ha": -690.9680,
  "e_above_lowest_kcal_mol": 75.95,
  "gap_ev": 9.5436,
  "smiles": "C=CP(O)C(C)C.C#C",
  "species": ["H", "O", "H", "H", "C", "H", "H", "H", "C", "H", "P", "C", "H", "C", "H", "C", "H", "H", "C", "H", "H", "C"],
  "coordinates": [[1.613718, 3.104046, 0.711219], [-1.084130, -0.067458, -0.162441], [1.780288, 0.756853, -0.995213], [-4.973768, -3.496651, 1.198164], [0.390694, 2.165952, -1.165122], [1.345937, -3.137721, 0.095828], [-1.933189, 0.194618, 0.167068], [0.277870, 3.215306, -0.818543], [1.068644, -1.167474, 0.755239], [-2.440950, -2.331097, -0.391536], [0.093703, 0.340275, 0.856887], [-4.187796, -3.085480, 0.684320], [2.963656, 2.606379, -0.011582], [1.223222, 1.346197, -0.302777], [1.781070, -1.373253, 1.510584], [2.139114, 2.232138, 0.547177], [-0.225552, -2.383995, -0.540796], [0.886568, 2.414245, -2.144409], [0.762160, -2.180747, -0.059312], [2.381061, 1.783120, 1.550527], [-0.569104, 1.878282, -1.420099], [-3.293218, -2.813525, -0.065174]],
  "forces_ev_per_a": [[-1.4, 1.9, 1.0], [-0.6, -0.6, -1.1], [0.6, -1.2, 0.1], [-1.4, -0.5, 1.0], [0.9, 4.2, -2.2], [-0.5, 1.2, -0.5], [-0.7, 0.2, 0.2], [-0.2, -0.5, 0.4], [-1.3, -0.7, -0.8], [1.2, 0.4, -1.0], [1.6, 0.7, 0.3], [1.0, 0.0, -1.2], [1.2, -0.3, -0.3], [0.0, -0.5, 1.5], [1.2, 0.3, 0.4], [0.1, -2.0, 0.7], [1.2, 0.9, -0.2], [-0.2, -0.7, 0.6], [-0.3, -2.3, 1.2], [0.3, 0.4, -1.1], [-1.9, -1.2, -0.4], [-0.8, 0.2, 1.3]]
}

# 2
{
  "formula": "C16H48O8",
  "method": "the ωB97M-V functional and the def2-TZVPD basis",
  "lumo_energy_ev": 0.37,
  "energy_ha": -1240.2293,
  "e_above_lowest_kcal_mol": 49.40,
  "gap_ev": 10.3946,
  "smiles": "CC(C)O.CC(C)O.CC(C)O.CC(C)O.CO.CO.CO.CO",
  "species": ["H", "H", "C", "H", "C", "C", "C", "C", "C", "H", "H", "H", "H", "H", "H", "H", "O", "H", "O", "H", "H", "C", "H", "H", "C", "H", "O", "C", "H", "O", "H", "H", "C", "H", "H", "H", "H", "H", "C", "H", "H", "O", "C", "H", "O", "C", "H", "C", "O", "H", "H", "H", "H", "H", "H", "H", "H", "H", "H", "H", "O", "H", "H", "H", "H", "H", "C", "C", "H", "H", "H", "H"],
  "coordinates": [[-1.017427, 3.226566, 3.201543], [-3.599281, 5.170253, 1.170966], [1.058293, 0.816797, 3.182383], [-3.927738, -3.199228, 0.557641], [-2.732452, 3.316110, 1.913397], [3.808646, -0.036030, 0.322302], [1.782647, 4.212901, -1.100366], [2.421443, -2.043721, 0.889432], [0.756205, 3.115771, -0.922060], [-0.739146, 0.799853, -4.413064], [2.162382, -4.658202, -1.700508], [1.147598, 2.215147, -0.432794], [1.278869, 1.456945, 4.037814], [-1.824991, -4.867219, -1.895261], [-2.808763, 0.372107, -0.098483], [-0.508527, -6.472226, -1.101705], [-0.125303, 0.683817, -3.683438], [-4.576327, -4.553779, -0.323053], [-0.314880, 0.429879, 3.183182], [-5.657606, -3.490478, 0.590531], [1.636179, -1.455113, 1.368634], [-1.072734, -0.452068, -0.204091], [0.793493, -0.803554, -2.694011], [0.522049, -4.039954, -0.142573], [2.469694, 4.621289, 0.164139], [4.038103, -1.242039, 2.081642], [-2.496078, -0.526914, -0.254057], [-1.908105, 3.843997, 3.102266], [-3.727093, 2.993110, 2.246557], [4.795551, -2.170107, 0.432465], [-0.787544, -1.244169, -3.296945], [-1.745674, -4.028217, -0.355791], [-4.777523, -3.511963, -0.059076], [-0.049898, 3.423722, -0.246856], [1.143911, -3.548078, -2.541093], [4.834255, 0.325883, 0.289568], [4.943710, -2.920896, 1.015489], [0.951599, -5.276654, -2.888076], [0.140027, -0.721657, -3.557451], [-0.599166, -1.332374, -0.632014], [-0.743870, 0.468742, -0.689481], [-4.919495, -2.697617, -1.202868], [-1.243941, -4.140546, -1.323807], [2.406691, -3.068455, 1.267177], [2.804878, 3.836702, -2.030040], [-2.947831, 4.364288, 0.840625], [-0.420823, -0.380515, 3.686990], [3.762685, -1.356177, 1.026418], [0.079247, -5.994447, -0.508305], [-1.989902, 4.809447, 0.548291], [-1.651912, 4.887657, 2.927414], [1.693426, -0.070937, 3.253332], [2.186341, -2.140404, -0.175193], [-1.309933, -3.162145, -1.796442], [0.295758, 2.805510, -1.861558], [3.364914, -0.089301, -0.673266], [-2.463483, 3.794002, 4.038677], [1.271774, 1.306078, 2.235549], [0.536175, -1.132707, -4.483535], [-4.321302, -1.949302, -1.107415], [-2.081884, 2.210753, 1.272446], [-3.339356, 3.891173, -0.061166], [3.203714, 0.713517, 0.841928], [1.751651, 5.021902, 0.880372], [2.959934, 3.754095, 0.614421], [1.247943, 5.079448, -1.521295], [1.152337, -4.553310, -2.099937], [0.143753, -4.645113, -0.968082], [-1.976922, 1.496526, 1.913465], [-0.746922, -0.419703, 0.843744], [2.383677, 3.554536, -2.848318], [3.224279, 5.376793, -0.047330]],
  "forces_ev_per_a": [[0.1, 0.2, 0.0], [-0.1, -0.1, 0.1], [-0.1, -0.6, 0.2], [-0.1, 0.1, -0.1], [-0.2, 0.0, 0.0], [-0.4, 0.7, 0.1], [-0.4, 0.0, -0.8], [-0.3, -0.1, -0.3], [-0.4, -0.4, 0.6], [0.0, 0.1, 0.0], [0.0, -0.4, -0.1], [0.4, 0.1, -0.2], [0.0, 0.2, -0.1], [0.1, 0.0, -0.2], [0.0, 0.0, 0.1], [0.0, 0.0, 0.0], [0.1, -0.2, -0.1], [-0.2, 0.1, -0.3], [-0.2, 0.1, -0.1], [-0.1, 0.1, -0.2], [-0.1, -0.1, 0.0], [0.0, 0.4, 0.8], [0.4, -0.2, -0.3], [0.0, -0.2, 0.2], [0.2, -0.1, 0.4], [-0.2, 0.2, 0.1], [0.0, -0.3, -0.3], [-0.4, -0.1, -0.2], [0.1, -0.1, 0.1], [-0.1, 0.1, 0.0], [0.1, -0.1, -0.1], [-0.3, 0.0, -0.2], [0.5, -0.2, 0.6], [0.0, 0.2, -0.2], [-0.2, -0.1, 0.0], [0.0, 0.0, -0.2], [0.0, -0.1, -0.1], [0.1, -0.1, 0.0], [-0.9, 0.7, 0.3], [-0.3, 0.0, -0.3], [0.3, -0.2, -0.2], [0.0, 0.0, 0.0], [-0.5, 0.0, 1.1], [0.1, 0.1, 0.3], [0.0, -0.1, 0.1], [0.6, -0.1, -0.4], [0.0, 0.0, 0.1], [0.5, -0.9, 0.1], [-0.1, 0.2, 0.4], [0.0, 0.0, 0.1], [0.3, 0.0, 0.1], [0.1, 0.1, 0.0], [0.0, 0.2, 0.0], [0.3, -0.1, -0.2], [0.1, 0.1, -0.1], [0.3, -0.2, -0.1], [0.0, 0.0, 0.0], [0.0, 0.2, 0.1], [0.3, -0.1, 0.1], [0.1, 0.0, 0.0], [-0.2, -0.1, -0.1], [-0.3, 0.1, 0.1], [0.1, -0.1, 0.2], [0.0, 0.0, 0.0], [0.0, 0.0, 0.0], [0.1, 0.0, 0.1], [0.2, 0.8, 0.0], [0.2, 0.0, -0.8], [0.2, 0.1, 0.1], [0.0, 0.1, -0.1], [0.0, 0.0, 0.0], [0.0, 0.0, 0.0]]
}

# 3
{
  "formula": "C4H6N2O",
  "method": "the ωB97M-V functional and the def2-TZVPD basis",
  "lumo_energy_ev": 0.03,
  "energy_ha": -340.6422,
  "e_above_lowest_kcal_mol": 95.80,
  "gap_ev": 8.5302,
  "species": ["N", "H", "H", "H", "C", "H", "O", "C", "N", "C", "H", "H", "C"],
  "coordinates": [[-0.192835, -0.783220, 1.117239], [-1.433980, 0.106158, -1.212247], [0.684448, -2.210280, -1.664062], [-0.253611, 1.894299, 1.574557], [0.853517, -0.211483, -0.832138], [1.594186, 0.341877, -1.403151], [-1.390298, 0.459928, -0.313513], [0.439190, -1.480404, -0.901662], [0.405927, 1.578336, 0.867729], [-0.010897, 0.375647, 0.249033], [-0.809640, -0.613517, 1.904035], [0.492334, 2.313917, 0.172265], [-0.441744, -1.826376, 0.301352]],
  "forces_ev_per_a": [[-0.6, -0.3, -0.3], [0.3, 0.1, 0.3], [0.1, 0.0, 0.2], [0.1, -0.1, -0.2], [-0.4, -0.3, -0.2], [-0.4, -0.1, -0.1], [0.2, 1.6, -0.1], [0.3, -0.1, 0.1], [0.0, -0.1, 0.0], [-0.5, 0.1, -0.5], [-0.1, -0.3, -0.1], [0.0, -0.1, 0.1], [1.1, -0.5, 0.6]]
}

# 4
{
  "formula": "C20H40NP3S2Sn",
  "method": "the ωB97M-V functional and the def2-TZVPD basis",
  "lumo_energy_ev": [-14.83, -15.98],
  "energy_ha": -2873.8203,
  "e_above_lowest_kcal_mol": 125.63,
  "gap_ev": [4.4542, 3.3003],
  "charge": 4,
  "species": ["H", "S", "H", "H", "C", "C", "H", "H", "H", "P", "H", "H", "C", "H", "C", "C", "H", "H", "H", "C", "H", "H", "H", "C", "H", "C", "C", "C", "C", "H", "H", "H", "H", "H", "H", "H", "H", "C", "H", "H", "H", "C", "H", "H", "C", "C", "H", "H", "H", "H", "C", "C", "Sn", "H", "P", "H", "H", "C", "N", "C", "H", "H", "H", "H", "C", "P", "S"],
  "coordinates": [[1.580247, 4.508456, -1.282142], [2.651746, -1.276053, 3.154221], [-3.772545, -1.031937, -3.892887], [1.911521, -4.013716, 0.202851], [-3.274677, -0.770423, -2.947475], [2.185165, 4.214576, -0.399311], [-1.753151, -3.457864, -1.942142], [0.496898, -2.470973, 2.071749], [1.673586, 4.222753, 0.569524], [-0.107841, -2.803273, -0.294998], [-2.570251, -3.088940, -0.409312], [1.982771, -0.278256, -4.497438], [-2.058340, 2.219170, -0.508130], [-1.957794, -2.152633, -4.958285], [3.955922, 1.459479, -6.695448], [3.812212, 2.733637, -6.124012], [-0.489410, 0.183384, 2.189486], [4.349954, 3.563849, -6.576633], [-2.871160, -1.091234, 1.048407], [-0.391497, -2.838879, 1.545431], [2.682203, 1.005327, 4.190168], [-3.665557, -0.420533, -0.389780], [2.907367, 3.921902, -4.573758], [2.620320, 0.455983, 3.252911], [0.452779, -2.210739, -1.846144], [2.660500, -1.147172, 1.404376], [3.269537, 0.392393, -6.125790], [-1.678203, -3.549643, -0.854104], [3.404113, 3.676658, -0.488899], [-1.241020, 2.951684, -0.483703], [-1.241430, -2.230273, 1.885873], [3.923810, 3.382766, 0.445584], [-2.198653, 1.097335, -5.316054], [-2.820387, 2.497818, 0.231109], [3.352911, -0.609991, -6.564601], [-1.659958, -4.614188, -0.586838], [-0.570074, -3.875043, 1.883741], [-1.329322, -1.255043, -5.006418], [-1.639387, -0.622699, -5.849361], [-2.504831, 2.230013, -1.508806], [3.980623, 3.591442, -1.421640], [2.380804, 1.825690, -4.355228], [2.753038, -2.034960, 0.772598], [1.303067, -4.410544, -1.409528], [-1.924233, 1.362140, -4.282658], [3.015942, 2.918182, -4.987951], [-0.200666, 1.854471, 1.642206], [-1.018708, 1.993744, -4.264955], [4.591864, 1.285313, -7.583787], [0.511669, -5.140658, 0.030581], [2.498092, 0.559492, -4.968498], [1.008613, -4.242110, -0.372190], [0.643572, -0.236260, -2.077234], [-3.252200, -1.656900, -2.283884], [-1.598821, -0.257096, -3.508111], [-3.800428, 0.080755, -2.470555], [2.344437, 2.064102, 1.779177], [-3.022303, -0.179728, 0.459684], [2.583688, 0.087331, 0.947263], [2.500537, 1.000468, 1.982265], [-1.823842, 1.372315, 2.205865], [-0.268915, -1.514269, -5.104034], [-3.534239, 0.560666, 1.087773], [-2.778391, 1.838926, -3.775615], [-0.927739, 1.036030, 1.663019], [-1.415381, 0.568742, -0.041310], [1.525694, 2.117211, -2.850190]],
  "forces_ev_per_a": [[0.6, 0.2, 0.7], [0.6, 0.9, -1.0], [-0.1, 0.1, 0.3], [-0.1, -0.2, -0.1], [0.3, -0.1, 0.6], [-0.6, -0.8, -0.4], [-0.1, -0.3, 0.1], [-0.2, -0.1, -0.2], [0.2, 0.4, -0.3], [-1.0, -4.1, 0.4], [0.3, 0.0, 0.0], [0.3, -0.1, -0.4], [0.5, 0.2, -1.0], [0.3, 0.0, -0.1], [0.5, 0.6, -0.5], [-0.4, 0.4, 0.7], [0.0, 0.2, 0.1], [-0.3, 0.0, 0.2], [-0.1, 0.2, -0.1], [0.3, 1.9, 1.0], [-0.1, -0.3, -0.2], [0.1, 0.0, 0.2], [0.1, -0.2, -0.1], [-0.5, 0.0, -1.2], [-0.2, 0.3, 2.1], [-0.2, 0.5, 0.9], [-1.4, -1.6, 1.6], [-0.4, 0.6, -0.7], [0.3, 0.2, 0.5], [-0.2, -0.1, 0.0], [0.2, -0.1, -0.3], [-0.2, 0.2, -0.8], [0.0, 0.5, 0.4], [0.2, -0.1, -0.2], [0.0, 0.5, 0.2], [0.1, 0.2, 0.0], [0.1, 0.0, -0.9], [0.4, -0.3, 0.2], [0.2, -0.5, 0.1], [0.0, 0.1, 0.2], [-0.3, 0.1, 0.5], [-0.6, -0.2, 0.7], [0.1, 0.4, 0.2], [0.0, -0.3, 0.1], [0.2, 0.3, 0.4], [1.1, 1.1, -0.9], [-0.1, -0.2, 0.0], [-0.6, -0.1, -0.2], [-0.4, 0.2, 0.6], [0.1, 0.5, -0.1], [0.6, -0.7, -1.1], [0.7, 0.4, -0.5], [-1.0, 1.9, 0.6], [-0.1, 0.5, -0.4], [-0.9, 0.0, -1.2], [0.3, -0.6, -0.3], [0.4, -0.5, 0.0], [-0.1, -1.1, -0.7], [-0.8, -0.6, 0.0], [0.3, -0.6, 0.8], [0.2, -0.1, -0.3], [-0.3, -0.2, -0.3], [0.3, -0.1, -0.2], [0.5, 0.1, -0.3], [1.0, -0.3, 0.0], [-0.7, 1.3, 1.6], [0.6, -0.7, -0.9]]
}

# 5
{
  "formula": "C4H9F",
  "method": "the ωB97M-V functional and the def2-TZVPD basis",
  "lumo_energy_ev": 1.11,
  "energy_ha": -257.6351,
  "e_above_lowest_kcal_mol": 25.45,
  "gap_ev": 12.4088,
  "smiles": "CC(C)CF",
  "species": ["H", "C", "H", "H", "H", "C", "C", "H", "F", "H", "H", "H", "H", "C"],
  "coordinates": [[0.032268, 1.780786, 0.967364], [0.046373, 0.068112, -0.451843], [1.181853, 0.025667, 1.341248], [0.198725, 0.005808, -1.508990], [-1.535193, 1.240813, 0.201651], [-0.479480, 1.362377, 0.022383], [1.321477, -0.357886, 0.269804], [-1.815874, -0.884599, -0.766916], [2.624492, 0.114361, -0.237100], [-1.255866, -0.927061, 1.001991], [-0.465280, -2.023201, -0.270390], [-0.369553, 2.091769, -0.744371], [1.405750, -1.462467, 0.231009], [-0.889691, -1.034476, -0.055839]],
  "forces_ev_per_a": [[-0.8, -0.8, -1.4], [2.0, -1.4, 1.0], [0.8, -0.8, -1.3], [0.1, 0.2, -0.8], [-0.5, 0.3, 0.3], [0.4, 1.6, 1.3], [1.5, 0.3, 0.8], [1.4, -0.6, 1.6], [-2.2, -0.2, 0.7], [0.5, -0.3, -0.9], [-0.4, 0.2, 0.3], [0.1, 0.9, -0.5], [0.3, 0.7, 0.2], [-3.0, -0.2, -1.2]]
}